This record from the OMol25 dataset describes C29H47F3NOSV as an isolated structure. The level of theory is ωB97M-V/def2-TZVPD.

Atoms and positions in Å:
V  -0.506  0.243  0.322
S  2.565  1.183  1.364
F  1.273  -2.178  -5.828
F  0.399  -0.337  -6.564
F  -0.858  -2.063  -6.197
O  1.375  0.754  0.432
N  -0.537  -0.185  -1.721
C  -1.615  -2.168  4.099
C  -5.217  -0.380  0.196
C  -2.698  2.596  1.042
C  -0.601  -1.698  3.044
C  -2.093  -1.171  0.969
C  -3.737  -1.674  -1.298
C  2.464  3.298  -0.524
C  -2.413  1.095  1.184
C  -0.572  0.717  -2.711
C  -0.050  -2.909  2.287
C  -4.195  2.919  1.125
C  3.255  2.624  -1.637
C  3.986  0.266  0.698
C  0.031  -1.876  -3.308
C  -1.345  -0.779  2.100
C  0.204  -1.381  -5.762
C  -0.332  0.381  -4.029
C  4.883  -0.201  1.839
C  -4.061  0.726  -1.742
C  -0.031  -0.937  -4.329
C  -3.909  -0.305  -0.622
C  -1.550  0.618  2.221
C  5.498  0.959  2.612
C  -2.803  -0.057  0.413
C  -2.081  3.115  -0.267
C  -0.231  -1.461  -2.022
C  0.553  -0.970  3.736
C  2.844  2.911  0.899
C  -2.021  3.372  2.181
H  -2.407  3.082  3.159
H  -1.139  -2.869  4.785
H  -4.769  2.528  0.292
H  -5.152  -1.157  0.958
H  -0.217  -2.168  -1.199
H  3.524  -0.558  0.153
H  -4.291  1.724  -1.389
H  -4.327  4.001  1.133
H  -2.495  2.636  -1.150
H  0.629  -2.605  1.482
H  6.076  1.611  1.954
H  -2.249  4.189  -0.361
H  -2.794  -1.762  -1.838
H  0.271  -2.911  -3.510
H  -6.042  -0.632  -0.472
H  -0.808  1.736  -2.433
H  0.223  -0.065  4.247
H  -0.380  1.136  -4.801
H  4.516  0.907  -0.004
H  -4.538  -1.807  -2.024
H  -3.173  0.772  -2.375
H  -2.158  -2.185  0.609
H  -5.456  0.559  0.688
H  -1.105  1.243  2.978
H  -4.620  2.526  2.050
H  5.668  -0.814  1.394
H  -2.463  -2.673  3.633
H  2.991  3.055  -2.601
H  -0.845  -3.524  1.864
H  -0.989  2.973  -0.260
H  -1.996  -1.329  4.683
H  4.317  -0.856  2.505
H  1.002  -1.620  4.486
H  -4.889  0.418  -2.380
H  -0.934  3.252  2.179
H  -2.227  4.434  2.051
H  2.266  3.479  1.629
H  3.903  3.078  1.117
H  -3.816  -2.498  -0.589
H  6.170  0.596  3.387
H  4.736  1.563  3.115
H  0.520  -3.542  2.967
H  3.048  1.554  -1.690
H  1.336  -0.702  3.020
H  4.330  2.766  -1.507
H  2.597  4.381  -0.575
H  1.394  3.122  -0.661

Values from the calculation:
Charge   +2
Multiplicity   3
Expectation value of S²   2.036
HOMO energy (spin up / spin down)   -15.284 / -15.069 eV
Energy above the lowest of the compared OMol25 structures with the same formula, charge and spin   1.1 kcal per mole

Charges per atom according to Löwdin partitioning, unit e:
1. V 1.02
2. S 1.08
3. F 0.18
4. F 0.17
5. F 0.18
6. O -0.62
7. N -0.03
8. C -0.01
9. C -0.01
10. C -0.51
11. C -0.55
12. C -0.06
13. C -0.04
14. C -0.27
15. C -0.15
16. C -0.08
17. C -0.03
18. C -0.02
19. C -0.09
20. C -0.31
21. C 0.06
22. C -0.24
23. C -0.60
24. C 0.06
25. C -0.28
26. C -0.03
27. C -0.05
28. C -0.50
29. C -0.04
30. C -0.10
31. C -0.14
32. C -0.03
33. C -0.09
34. C -0.03
35. C -0.31
36. C -0.05
37. H 0.10
38. H 0.10
39. H 0.06
40. H 0.10
41. H 0.13
42. H 0.10
43. H 0.06
44. H 0.10
45. H 0.06
46. H 0.08
47. H 0.09
48. H 0.11
49. H 0.07
50. H 0.15
51. H 0.10
52. H 0.12
53. H 0.09
54. H 0.14
55. H 0.09
56. H 0.10
57. H 0.07
58. H 0.12
59. H 0.07
60. H 0.12
61. H 0.11
62. H 0.13
63. H 0.10
64. H 0.09
65. H 0.09
66. H 0.07
67. H 0.10
68. H 0.11
69. H 0.10
70. H 0.10
71. H 0.08
72. H 0.10
73. H 0.10
74. H 0.11
75. H 0.09
76. H 0.09
77. H 0.07
78. H 0.10
79. H 0.06
80. H 0.05
81. H 0.09
82. H 0.13
83. H 0.08